{"formula": "C29H53BO2OsP2", "method": "ωB97M-V/def2-TZVPD", "energy_ha": -2084.7271, "s2": 6.064, "multiplicity": 5, "homo_lumo_gap_ev": [5.7, 6.9], "charge": 2, "species": ["H", "H", "H", "C", "H", "H", "B", "H", "H", "H", "C", "H", "H", "C", "C", "O", "C", "H", "H", "C", "C", "C", "C", "H", "H", "H", "C", "H", "H", "H", "H", "H", "C", "H", "H", "H", "C", "H", "H", "H", "C", "H", "H", "C", "C", "C", "H", "H", "H", "C", "H", "C", "H", "P", "H", "C", "C", "H", "C", "C", "C", "H", "H", "C", "C", "H", "H", "Os", "H", "H", "H", "C", "H", "H", "H", "H", "H", "H", "H", "C", "H", "C", "C", "P", "H", "H", "O", "H"], "xyz": [[2.916, 2.285, 0.120], [0.075, 3.882, 0.202], [2.250, 1.037, -4.385], [1.816, -0.159, -2.626], [1.878, 1.984, -2.965], [-2.116, 4.373, 2.435], [-0.066, 0.772, 1.396], [0.066, -2.732, -4.092], [-0.419, 1.085, -1.632], [0.649, 4.090, 3.852], [-3.833, -0.132, -0.599], [2.950, -2.662, 0.421], [-0.047, 0.810, -4.955], [0.522, 4.069, 1.184], [0.713, -4.041, -0.012], [0.914, 1.759, 1.499], [-0.850, -2.678, 1.442], [1.556, -3.888, -0.682], [-4.378, 0.573, -1.233], [1.122, -1.549, 0.810], [-0.879, -1.492, 2.144], [-1.196, 2.477, 2.405], [0.158, 1.367, -4.016], [-2.331, -2.747, -0.509], [-1.541, 1.387, -0.258], [-1.471, 2.003, -2.748], [-2.235, -2.320, -1.507], [-1.634, -4.584, 0.909], [-4.411, -1.061, -0.458], [-1.463, 3.068, 4.454], [-2.795, 0.267, -3.514], [1.120, 2.375, 4.110], [-0.856, 1.099, -2.916], [0.609, 0.145, 3.870], [-0.864, 1.378, 4.274], [1.430, -1.405, 3.513], [-1.862, -3.767, 1.595], [-1.399, -0.795, -5.216], [0.082, 4.948, 1.660], [4.059, -1.842, -1.642], [0.291, -2.777, 0.631], [2.630, -0.707, -3.123], [-1.401, -1.071, 4.165], [1.114, 3.209, 3.400], [0.373, -0.701, 1.867], [0.342, 2.904, 2.133], [-0.122, -4.427, -0.604], [-2.859, -3.379, 1.372], [-3.614, 0.305, 0.386], [3.379, 1.916, -0.816], [4.471, 2.032, -0.717], [-1.524, 2.153, 3.858], [0.740, -1.247, -4.705], [2.905, 0.180, -0.971], [0.101, 2.435, -4.310], [1.567, 1.096, -3.521], [-1.800, -0.050, -3.169], [-3.108, -2.635, -2.096], [1.187, -0.415, 3.115], [-1.055, 0.491, -0.689], [2.554, -1.931, 1.132], [2.507, -2.425, 2.105], [1.323, -2.271, -2.342], [-2.200, 3.456, 1.837], [0.076, -1.642, -3.934], [2.148, 3.447, 3.134], [-3.213, 3.046, 1.936], [0.637, -0.495, -0.945], [1.593, 4.244, 1.049], [3.027, 2.505, -1.676], [5.026, -0.380, -2.056], [-1.867, -1.184, 3.182], [2.112, 0.156, 2.936], [-2.028, -2.006, -4.157], [3.229, -1.074, 1.213], [-2.563, -2.022, 3.266], [4.913, -0.968, -0.368], [-1.917, -4.187, 2.607], [-1.291, -2.631, -1.958], [-1.347, -1.143, -4.174], [-2.456, -0.283, 2.981], [0.770, -1.370, -2.625], [4.360, -0.837, -1.310], [-2.330, -0.535, -1.468], [-2.011, 3.660, 0.774], [-2.548, 1.763, 3.898], [-1.354, 1.250, 1.723], [0.989, -4.834, 0.700]]}